# 1
DFT (ωB97M-V with the def2-TZVPD basis set) results for 2 unconnected molecules or ions with the total composition C2H3BrOS.

The geometry in ORCA input format:
```
! wB97M-V def2-TZVPD RIJCOSX def2/J DEFGRID3
* xyz 0 1
C -1.0595 -0.3074 -0.1011
C -2.0238 0.5267 0.1883
S 2.8642 -0.9213 -0.4245
Br 2.8630 1.2171 -0.5540
O -0.1482 -1.0227 -0.1925
H 2.4938 -1.2954 0.8741
H -1.9639 1.5013 0.5967
H -3.0256 0.3017 -0.3871
*
```

Values from the calculation:
ΔE to the lowest compared entry with this formula, charge and spin, kJ/mol: 139.6
HOMO level, Eh: -0.3318


# 2
DFT (ωB97M-V with the def2-TZVPD basis set) results for a single C3H4NP molecule.

The geometry in ORCA input format:
```
! wB97M-V def2-TZVPD RIJCOSX def2/J DEFGRID3
* xyz 0 1
H 1.3208 0.4406 1.7581
H -1.6921 -1.1240 -0.6249
C 0.4700 -0.9668 0.3825
H -0.9622 1.7853 -1.4271
P -0.4288 -0.9146 -1.1857
H 0.8248 -1.8773 0.8293
N 0.2037 1.3484 0.2109
C -0.4702 1.0499 -0.8132
C 0.7339 0.2585 0.8702
*
```

Values from the calculation:
ΔE to the lowest compared entry with this formula, charge and spin, kJ/mol: 29.2
HOMO level, Eh: -0.3409


# 3
DFT (ωB97M-V with the def2-TZVPD basis set) results for a molecular structure, C6As2F30N2O14S6Zr.

The geometry in ORCA input format:
```
! wB97M-V def2-TZVPD RIJCOSX def2/J DEFGRID3
* xyz -2 1
C -19.5751 17.0903 11.3944
O -21.3861 18.3598 9.9377
F -19.1299 18.2325 14.7983
F -21.1358 24.3282 16.0274
F -26.0658 21.3975 16.1640
O -19.0504 21.5845 17.5027
F -21.8174 20.5970 18.5288
F -22.8150 18.4539 17.7103
O -18.3368 23.4349 16.0399
F -20.6801 19.2986 16.7513
F -24.7021 16.9630 15.6904
O -21.5413 21.7042 12.5473
F -16.4920 16.6581 16.6132
As -21.2699 18.9082 18.4315
F -18.6518 18.0332 11.1135
S -18.2774 21.5583 14.0426
O -24.3204 20.2205 13.8690
F -19.5199 16.1633 10.4364
F -19.2870 22.8852 11.9371
O -21.7026 15.5828 13.8232
O -17.0029 21.5633 14.6714
F -19.2920 16.5513 12.5525
S -22.2270 16.4482 14.8555
Zr -20.6801 19.6435 14.4371
F -17.6011 16.2646 14.4186
F -23.7282 19.4351 11.3386
C -24.9666 20.7154 16.4650
F -23.9256 21.5693 11.1561
S -23.7656 20.9152 15.0153
F -24.3926 21.2503 17.5218
F -24.3835 17.3737 13.5587
N -21.0446 19.1793 12.3968
As -17.7877 17.3915 15.7029
O -22.2739 17.0457 11.7009
S -21.4296 20.6901 11.5241
F -20.7840 17.2731 18.3067
C -20.9061 23.3218 16.8484
O -20.4030 20.8545 10.5250
O -21.9910 15.9106 16.1852
F -18.9781 16.3695 16.3854
C -18.3750 23.0703 12.8502
S -21.2557 17.9713 11.3113
F -22.0065 18.7046 20.0311
F -17.9936 18.5990 16.9512
F -18.7078 24.1144 13.5732
F -24.5522 15.3267 14.2191
F -19.8356 19.3959 19.1964
F -17.2143 23.2432 12.2725
C -24.1099 16.5466 14.5775
S -19.3164 22.4401 16.3827
F -25.3242 19.4647 16.6740
N -19.7856 21.4789 15.0460
F -16.7343 18.5420 14.9123
O -18.7359 20.3462 13.3698
F -20.7870 23.7023 18.1099
O -21.7772 17.8501 14.7452
F -23.2219 20.3482 9.5130
C -23.2188 20.5348 10.8127
O -23.5644 22.3457 14.7753
O -22.4591 20.2109 15.2679
F -21.8533 22.4347 16.7969
*
```

Values from the calculation:
HOMO level, Eh: -0.1890